Entry 1:
This record from the Open Molecules 2025 dataset describes 10 unconnected molecules or ions with the total composition C76H68Cl4N4O8. The level of theory is ωB97M-V with the def2-TZVPD basis set.

For the HOMO-LUMO gap (spin up / spin down), the calculation gives 2.13 / 5.56 eV. The value obtained for the HOMO energy (spin up / spin down) is -2.1 / -5.6 eV. As for the lowest unoccupied orbital energy (spin up / spin down): -0.01 / -0.01 eV. Its spin multiplicity is 2. Its net charge is -1.

CARTESIAN COORDINATES (ANGSTROEM)
Cl1 -5.400 7.140 1.928
C1 -6.682 6.013 1.494
C2 -7.051 5.230 2.724
Cl2 -7.827 3.691 2.411
H1 -6.205 5.512 0.652
H2 -7.583 6.607 1.343
H3 -7.624 5.741 3.498
H4 -6.089 5.023 3.195
Cl3 -4.980 1.199 -4.832
C3 -4.519 2.971 -4.935
C4 -2.999 3.314 -4.540
Cl4 -1.758 2.288 -5.336
H5 -5.085 3.647 -4.294
H6 -4.781 3.389 -5.907
H7 -2.779 3.344 -3.473
H8 -2.836 4.307 -4.958
C5 -2.698 6.716 -0.887
C6 -3.821 5.634 -1.123
C7 -5.117 6.196 -1.780
C8 -5.042 6.294 -3.197
N1 -5.009 6.452 -4.363
H9 -2.028 6.228 -0.179
H10 -3.120 7.515 -0.279
H11 -2.239 7.119 -1.790
H12 -4.050 5.249 -0.130
H13 -3.383 4.838 -1.726
H14 -5.115 7.207 -1.374
H15 -5.977 5.564 -1.557
C9 -3.284 5.878 -7.397
C10 -3.713 6.386 -8.890
C11 -2.564 6.900 -9.763
C12 -1.425 6.008 -9.869
N2 -0.519 5.265 -10.003
H16 -4.134 5.442 -6.872
H17 -2.949 6.708 -6.775
H18 -2.509 5.119 -7.292
H19 -4.506 7.127 -8.786
H20 -4.095 5.541 -9.463
H21 -2.209 7.841 -9.344
H22 -2.992 7.165 -10.730
C13 -7.363 0.457 0.240
C14 -7.951 0.209 -1.186
C15 -6.884 0.467 -2.215
C16 -6.304 1.850 -1.996
N3 -5.860 2.886 -1.808
H23 -8.246 0.371 0.874
H24 -6.941 1.457 0.339
H25 -6.596 -0.267 0.515
H26 -8.846 0.831 -1.221
H27 -8.208 -0.843 -1.305
H28 -7.525 0.691 -3.068
H29 -6.098 -0.286 -2.166
C17 -7.244 8.671 -2.223
C18 -8.411 9.692 -2.136
C19 -9.737 8.992 -1.814
C20 -9.911 8.307 -0.577
N4 -9.956 7.673 0.416
H30 -6.808 8.905 -1.252
H31 -6.630 8.937 -3.083
H32 -7.672 7.668 -2.232
H33 -8.540 10.275 -3.049
H34 -8.268 10.408 -1.327
H35 -9.870 8.222 -2.573
H36 -10.531 9.737 -1.859
C21 -3.653 2.453 2.818
C22 -3.987 2.494 1.461
C23 -2.967 2.860 0.646
C24 -1.730 3.442 1.008
C25 -1.487 3.575 2.416
C26 -2.455 3.007 3.285
C27 -0.199 4.115 2.917
O1 -0.028 4.139 4.108
C28 0.839 4.531 1.853
C29 2.077 5.010 2.271
C30 3.038 5.317 1.369
C31 2.894 5.205 0.017
C32 1.607 4.779 -0.472
C33 0.606 4.361 0.461
C34 -0.605 3.624 -0.001
O2 -0.780 3.254 -1.191
H37 -4.338 2.069 3.559
H38 -4.846 2.110 0.931
H39 -3.080 2.772 -0.425
H40 -2.353 2.920 4.357
H41 2.229 5.113 3.336
H42 3.952 5.638 1.846
H43 3.708 5.481 -0.637
H44 1.445 4.754 -1.539
C35 -0.316 9.166 -0.745
C36 0.670 8.444 -0.148
C37 0.588 8.175 1.212
C38 -0.481 8.564 1.936
C39 -1.524 9.334 1.321
C40 -1.364 9.665 -0.020
C41 -2.640 9.911 2.101
O3 -3.510 10.709 1.680
C42 -2.635 9.587 3.500
C43 -3.730 9.980 4.258
C44 -3.877 9.608 5.561
C45 -2.928 8.858 6.208
C46 -1.796 8.480 5.508
C47 -1.647 8.776 4.169
C48 -0.486 8.170 3.368
O4 0.236 7.316 3.897
H45 -0.218 9.190 -1.820
H46 1.283 7.864 -0.822
H47 1.335 7.526 1.644
H48 -2.175 10.203 -0.487
H49 -4.565 10.476 3.785
H50 -4.721 10.054 6.065
H51 -3.012 8.572 7.246
H52 -1.133 7.821 6.048
C49 -10.430 4.716 -8.484
C50 -11.495 3.797 -8.382
C51 -11.749 3.065 -7.233
C52 -10.959 3.199 -6.152
C53 -9.863 4.108 -6.188
C54 -9.495 4.755 -7.415
C55 -9.021 4.332 -4.916
O5 -8.065 5.043 -5.012
C56 -9.553 3.796 -3.613
C57 -8.884 4.116 -2.381
C58 -9.452 3.647 -1.225
C59 -10.524 2.777 -1.134
C60 -11.159 2.505 -2.352
C61 -10.691 2.924 -3.621
C62 -11.400 2.506 -4.883
O6 -12.399 1.769 -4.810
H53 -10.277 5.260 -9.404
H54 -12.081 3.651 -9.278
H55 -12.706 2.575 -7.129
H56 -8.642 5.387 -7.611
H57 -7.995 4.727 -2.332
H58 -8.949 3.871 -0.296
H59 -10.957 2.314 -0.259
H60 -12.090 1.958 -2.324
C63 -3.571 9.906 -5.239
C64 -3.671 10.437 -6.584
C65 -2.925 11.587 -6.834
C66 -2.078 12.157 -5.880
C67 -2.047 11.678 -4.545
C68 -2.812 10.538 -4.274
C69 -1.204 12.351 -3.468
O7 -1.210 11.872 -2.294
C70 -0.241 13.402 -3.853
C71 0.745 13.985 -3.029
C72 1.644 14.972 -3.459
C73 1.623 15.390 -4.757
C74 0.795 14.751 -5.649
C75 -0.180 13.778 -5.257
C76 -1.152 13.305 -6.326
O8 -1.257 13.849 -7.434
H61 -3.925 8.918 -4.984
H62 -4.162 9.869 -7.361
H63 -2.863 11.896 -7.867
H64 -2.773 10.104 -3.286
H65 0.814 13.631 -2.011
H66 2.354 15.496 -2.836
H67 2.365 16.074 -5.144
H68 0.741 15.145 -6.653

Here are the Mulliken charges for atoms 1 to 8, given in e: Cl 0.053; C 0.155; C -0.418; Cl -0.187; H -0.393; H 0.107; H 0.412; H 0.261

***

Entry 2:
This record from the Open Molecules 2025 dataset describes a molecular structure, C26H23ClGeN2O8PdSSe. The level of theory is ωB97M-V with the def2-TZVPD basis set.

For the HOMO-LUMO gap (spin up / spin down), the calculation gives 3.51 / 3.74 eV. The value obtained for the HOMO energy (spin up / spin down) is -10.8 / -10.8 eV. The calculation puts the energy above the lowest of the compared OMol25 structures with the same formula, charge and spin at 625.66 kJ/mol. As for the lowest unoccupied orbital energy (spin up / spin down): -7.32 / -7.07 eV. Its spin multiplicity is 2. Its net charge is +1.

CARTESIAN COORDINATES (ANGSTROEM)
Pd1 -1.954 -0.539 -1.700
C1 1.336 -2.683 -3.665
N1 2.210 -1.574 -3.397
C2 1.847 -0.286 -3.289
Se1 0.119 0.423 -3.428
N2 2.958 0.459 -3.091
C3 4.058 -0.359 -3.051
C4 5.413 -0.095 -2.903
C5 6.265 -1.181 -2.875
C6 5.786 -2.489 -3.009
C7 4.445 -2.755 -3.196
C8 3.572 -1.671 -3.222
H1 0.376 -2.543 -3.165
H2 1.787 -3.594 -3.275
H3 1.167 -2.786 -4.739
H4 2.960 1.464 -3.000
H5 5.782 0.914 -2.818
H6 7.323 -1.020 -2.744
H7 6.482 -3.312 -2.974
H8 4.097 -3.767 -3.313
C9 2.456 -1.441 3.321
C10 2.688 -0.268 2.624
C11 1.654 0.328 1.920
C12 0.389 -0.238 1.940
C13 0.155 -1.408 2.648
C14 1.194 -2.006 3.339
Ge1 -1.090 0.483 0.750
C15 -1.367 2.594 1.509
C16 -0.592 3.124 2.509
C17 -0.710 4.486 2.773
C18 -1.615 5.255 2.061
C19 -2.395 4.687 1.068
C20 -2.269 3.333 0.781
C21 -2.855 0.192 1.850
C22 -3.989 -0.222 1.184
C23 -5.115 -0.563 1.923
C24 -5.088 -0.473 3.304
C25 -3.938 -0.068 3.959
C26 -2.812 0.287 3.228
H9 3.265 -1.923 3.845
H10 3.672 0.180 2.629
H11 1.833 1.232 1.348
H12 -0.825 -1.860 2.638
H13 1.007 -2.916 3.885
H14 0.103 2.514 3.068
H15 -0.092 4.936 3.536
H16 -1.713 6.307 2.283
H17 -3.098 5.287 0.509
H18 -2.842 2.888 -0.021
H19 -4.018 -0.335 0.101
H20 -6.000 -0.903 1.403
H21 -5.968 -0.722 3.878
H22 -3.903 -0.017 5.036
H23 -1.918 0.618 3.736
O1 0.261 -0.894 -1.020
S1 -0.480 -2.156 -0.665
O2 0.380 -3.145 -0.130
O3 -1.177 -2.532 -1.915
O4 -1.576 -1.694 0.238
O5 -2.787 0.165 -3.814
Cl1 -3.559 0.899 -2.868
O6 -4.419 1.797 -3.473
O7 -4.255 -0.030 -2.045
O8 -2.626 1.614 -2.018

Here are the Mulliken charges for atoms 1 to 8, given in e: Pd 0.087; C -0.938; N 0.486; C -0.429; Se 0.265; N 0.083; C 0.497; C -0.958

***

Entry 3:
This record from the Open Molecules 2025 dataset describes 10 unconnected molecules or ions with the total composition C60H150N10O20. The level of theory is ωB97M-V with the def2-TZVPD basis set.

For the HOMO-LUMO gap, the calculation gives 8.34 eV. The SMILES is COCCNCCOC.COCCNCCOC.COCCNCCOC.COCCNCCOC.COCCNCCOC.COCCNCCOC.COCCNCCOC.COCCNCCOC.COCCNCCOC.COCCNCCOC. The value obtained for the HOMO energy is -8.1 eV. The calculation puts the energy above the lowest of the compared OMol25 structures with the same formula, charge and spin at 1117.00 kJ/mol. As for the lowest unoccupied orbital energy: 0.23 eV. Its net charge is 0.

CARTESIAN COORDINATES (ANGSTROEM)
C1 -6.282 -0.112 9.414
O1 -6.234 1.128 8.716
C2 -5.551 0.974 7.442
C3 -5.774 2.373 6.777
N1 -5.736 2.369 5.299
C4 -4.391 2.067 4.769
C5 -4.256 2.350 3.178
O2 -3.743 3.684 2.985
C6 -4.077 4.180 1.652
H1 -6.778 -0.815 8.745
H2 -6.921 -0.120 10.296
H3 -5.372 -0.640 9.701
H4 -5.923 0.137 6.852
H5 -4.542 0.677 7.728
H6 -5.187 3.185 7.207
H7 -6.793 2.667 7.027
H8 -6.403 1.724 4.900
H9 -4.210 0.994 4.826
H10 -3.614 2.600 5.318
H11 -5.152 2.091 2.615
H12 -3.445 1.788 2.713
H13 -5.150 4.092 1.486
H14 -3.557 3.531 0.948
H15 -3.813 5.232 1.546
C7 1.386 -0.615 1.711
O3 0.724 0.634 2.037
C8 -0.694 0.521 1.670
C9 -1.148 1.623 0.598
N2 -0.500 1.456 -0.684
C10 -1.077 0.364 -1.467
C11 -0.126 -0.261 -2.567
O4 0.237 -1.579 -2.178
C12 1.724 -1.998 -2.370
H16 2.248 -0.519 2.372
H17 1.706 -0.784 0.683
H18 0.687 -1.437 1.859
H19 -1.421 0.840 2.417
H20 -1.225 -0.424 1.563
H21 -0.744 2.495 1.112
H22 -2.230 1.667 0.466
H23 0.430 1.152 -0.431
H24 -2.067 0.678 -1.799
H25 -1.255 -0.520 -0.855
H26 0.630 0.519 -2.656
H27 -0.726 -0.316 -3.475
H28 2.370 -1.446 -1.688
H29 1.961 -1.880 -3.427
H30 1.742 -3.048 -2.077
C13 1.729 3.947 2.361
O5 0.558 4.771 2.453
C14 0.355 5.372 1.182
C15 -1.037 6.054 1.427
N3 -1.535 6.905 0.383
C16 -1.000 8.266 0.440
C17 -1.156 9.051 -0.839
O6 -0.244 10.231 -0.946
C18 1.153 10.067 -1.032
H31 2.536 4.325 1.734
H32 1.542 2.977 1.900
H33 2.234 3.661 3.283
H34 0.170 4.690 0.352
H35 1.074 6.154 0.936
H36 -0.970 6.642 2.342
H37 -1.691 5.215 1.668
H38 -1.069 6.734 -0.496
H39 0.086 8.310 0.518
H40 -1.434 8.702 1.339
H41 -2.108 9.581 -0.808
H42 -1.248 8.436 -1.734
H43 1.643 9.349 -0.375
H44 1.595 11.054 -1.169
H45 1.242 9.551 -1.988
C19 -0.860 -5.083 4.986
O7 0.254 -5.212 4.122
C20 0.092 -4.728 2.735
C21 -1.162 -5.366 2.060
N4 -0.996 -5.389 0.583
C22 -0.937 -4.041 -0.134
C23 -2.276 -3.314 -0.085
O8 -2.556 -2.773 1.178
C24 -3.625 -1.849 1.259
H46 -0.460 -5.136 5.998
H47 -1.715 -5.705 4.721
H48 -1.282 -4.084 4.878
H49 1.084 -5.034 2.405
H50 0.046 -3.640 2.779
H51 -2.081 -4.836 2.310
H52 -1.232 -6.399 2.401
H53 -1.475 -6.048 -0.014
H54 -0.706 -4.303 -1.167
H55 -0.134 -3.408 0.244
H56 -3.005 -4.031 -0.461
H57 -2.071 -2.462 -0.733
H58 -4.517 -2.470 1.338
H59 -3.471 -1.060 0.523
H60 -3.336 -1.342 2.180
C25 -7.907 -3.105 -6.004
O9 -7.105 -2.695 -5.022
C26 -6.173 -1.783 -5.525
C27 -4.959 -1.765 -4.532
N5 -5.353 -2.111 -3.107
C28 -6.074 -1.007 -2.497
C29 -5.076 0.235 -2.103
O10 -5.229 1.323 -2.979
C30 -6.469 1.941 -2.989
H61 -8.684 -3.737 -5.573
H62 -7.383 -3.832 -6.624
H63 -8.417 -2.250 -6.449
H64 -6.669 -0.817 -5.618
H65 -5.712 -2.081 -6.466
H66 -4.317 -0.891 -4.645
H67 -4.404 -2.671 -4.775
H68 -6.051 -2.826 -3.256
H69 -6.503 -1.260 -1.527
H70 -6.867 -0.685 -3.172
H71 -4.028 -0.064 -2.102
H72 -5.364 0.581 -1.110
H73 -6.708 2.679 -3.755
H74 -6.466 2.607 -2.127
H75 -7.339 1.349 -2.704
C31 -1.968 3.332 -6.119
O11 -1.746 4.072 -4.956
C32 -1.567 3.280 -3.814
C33 -1.230 4.256 -2.775
N6 -0.174 5.165 -3.257
C34 1.191 4.580 -3.334
C35 1.937 4.401 -1.960
O12 3.291 3.992 -2.027
C36 3.655 2.655 -2.332
H76 -2.689 2.538 -5.925
H77 -0.988 2.860 -6.186
H78 -2.063 3.796 -7.101
H79 -0.820 2.506 -3.988
H80 -2.498 2.804 -3.506
H81 -1.057 3.780 -1.810
H82 -2.014 4.958 -2.490
H83 -0.377 5.328 -4.233
H84 1.812 5.363 -3.768
H85 1.309 3.857 -4.141
H86 1.334 3.673 -1.417
H87 1.818 5.342 -1.423
H88 4.733 2.551 -2.208
H89 3.263 2.318 -3.292
H90 3.258 2.015 -1.545
C37 -0.606 -3.946 -4.329
O13 -0.756 -2.832 -5.138
C38 -0.735 -3.077 -6.541
C39 -0.134 -1.835 -7.194
N7 -0.098 -2.027 -8.687
C40 -1.395 -2.039 -9.350
C41 -2.084 -0.687 -9.390
O14 -1.093 0.166 -10.072
C42 -1.663 1.472 -10.502
H91 -1.434 -4.652 -4.381
H92 -0.519 -3.639 -3.287
H93 0.404 -4.275 -4.577
H94 -1.782 -3.288 -6.762
H95 -0.129 -3.902 -6.914
H96 0.869 -1.574 -6.858
H97 -0.756 -0.959 -7.008
H98 0.276 -1.152 -9.023
H99 -1.984 -2.845 -8.911
H100 -1.203 -2.241 -10.404
H101 -2.367 -0.268 -8.424
H102 -2.944 -0.831 -10.045
H103 -0.827 2.024 -10.932
H104 -1.972 1.958 -9.576
H105 -2.450 1.478 -11.256
C43 5.088 -3.400 4.461
O15 5.030 -3.271 2.943
C44 3.748 -3.745 2.448
C45 3.999 -3.752 0.961
N8 4.295 -2.415 0.354
C46 4.947 -2.619 -0.916
C47 5.387 -1.297 -1.595
O16 5.905 -1.418 -2.903
C48 4.960 -1.383 -3.988
H106 4.138 -3.077 4.887
H107 6.014 -2.873 4.691
H108 5.222 -4.457 4.691
H109 2.882 -3.162 2.761
H110 3.431 -4.731 2.785
H111 3.052 -4.080 0.534
H112 4.632 -4.560 0.594
H113 4.976 -1.827 0.812
H114 4.421 -3.179 -1.690
H115 5.797 -3.291 -0.793
H116 6.327 -0.905 -1.207
H117 4.821 -0.407 -1.319
H118 5.476 -1.948 -4.765
H119 4.831 -0.385 -4.406
H120 3.996 -1.800 -3.696
C49 5.666 -6.894 0.270
O17 6.714 -5.927 0.255
C50 7.537 -5.791 1.411
C51 8.239 -4.334 1.362
N9 7.428 -3.145 1.776
C52 7.992 -1.918 1.205
C53 7.242 -0.786 1.755
O18 7.886 -0.277 2.941
C54 6.909 0.240 3.920
H121 6.189 -7.835 0.440
H122 5.246 -6.922 -0.735
H123 4.955 -6.699 1.073
H124 8.117 -6.696 1.591
H125 6.894 -5.673 2.283
H126 8.538 -4.213 0.321
H127 9.066 -4.488 2.056
H128 6.423 -3.244 1.791
H129 8.034 -1.935 0.116
H130 9.010 -1.699 1.528
H131 6.213 -1.069 1.977
H132 7.174 0.042 1.049
H133 6.437 1.093 3.432
H134 7.457 0.486 4.829
H135 6.114 -0.451 4.201
C55 2.405 -3.275 7.678
O19 2.591 -2.238 6.728
C56 1.414 -1.680 6.208
C57 1.739 -0.965 4.843
N10 2.810 0.011 5.143
C58 2.387 1.411 5.059
C59 1.387 1.667 6.151
O20 0.763 2.958 6.014
C60 -0.298 2.941 5.061
H136 1.555 -3.857 7.320
H137 2.160 -2.920 8.679
H138 3.269 -3.938 7.644
H139 0.891 -1.126 6.987
H140 0.620 -2.417 6.087
H141 0.856 -0.572 4.339
H142 2.138 -1.720 4.165
H143 3.112 -0.207 6.082
H144 2.062 1.601 4.036
H145 3.329 1.943 5.190
H146 1.868 1.541 7.121
H147 0.623 0.897 6.260
H148 -0.634 3.957 4.854
H149 -1.180 2.543 5.564
H150 -0.218 2.373 4.134

Here are the Mulliken charges for atoms 1 to 8, given in e: C -0.835; O -0.316; C -0.316; C -0.828; N -0.377; C -0.547; C 0.377; O -0.378